Record 1
Formula: C13H23IN4O
Source: OMol25
Level of theory: ωB97M-V with the def2-TZVPD basis set

```
42
Properties=species:S:1:pos:R:3:forces:R:3
I 1.425462 2.385840 -0.543200 0.4 8.3 -0.5
O -3.270607 0.171194 -3.974038 0.0 0.4 0.0
N -0.945001 0.016884 -0.183232 -0.4 -1.2 2.3
N -1.657066 0.017298 2.115650 -0.3 -0.6 1.2
N -0.873350 1.990624 1.186206 -3.3 -2.0 -0.6
N -0.621213 1.198012 4.016597 -0.5 0.1 -0.5
C -1.332448 0.462310 -2.570901 -0.3 0.4 0.5
C 0.621500 -1.702623 0.894652 0.8 -0.2 -0.8
C 2.018775 -1.262460 0.328773 1.1 0.1 -0.3
C 4.467549 -1.876529 0.248346 -1.9 1.7 -0.7
C 4.648679 -0.662172 -0.559275 -0.6 -0.8 0.7
C -2.261643 1.132322 -3.621474 0.8 -0.3 -0.1
C 3.581347 0.224008 -0.916523 -0.3 -1.8 0.8
C -0.568113 -1.412354 -0.076626 0.1 -0.6 0.3
C -1.180703 0.618499 1.062999 0.6 2.5 -1.5
C 3.123928 -2.164894 0.675766 0.5 1.6 -0.7
C 2.205798 -0.056085 -0.491960 1.9 -4.9 0.4
C -2.033471 0.268413 -1.157668 0.7 1.2 -1.6
C -1.857263 0.667919 3.441364 0.0 -0.7 1.0
H 0.185335 1.009286 3.430246 -0.1 0.2 0.3
H 0.679855 -2.819845 0.994963 -0.2 1.0 0.0
H -2.802000 -0.544154 -1.173162 0.6 0.6 0.2
H -2.496461 1.257678 -0.905196 0.2 -0.9 -0.1
H -1.474289 -1.999587 0.248034 0.6 0.2 -0.4
H -0.482921 0.908925 4.976538 0.1 -0.2 -0.3
H -0.482892 2.302642 0.275818 0.3 0.0 0.4
H 0.470824 -1.301001 1.928340 0.0 -0.2 -0.8
H 5.692927 -0.471903 -0.897150 -1.0 0.1 0.2
H -1.920209 -0.961087 2.066428 0.2 0.2 -0.2
H -2.688672 1.408083 3.370901 0.8 -0.2 -0.2
H -2.699214 2.082957 -3.217281 0.2 -0.8 -0.2
H 2.919503 -3.070590 1.288714 0.1 0.7 -0.5
H 3.793903 1.121530 -1.533331 -0.2 -0.8 0.5
H -3.544007 0.317109 -4.888133 0.0 0.0 0.3
H -0.445470 1.117921 -2.357251 -0.8 -0.5 -0.3
H -1.674224 1.403259 -4.540266 -0.3 -0.2 0.9
H -1.787301 2.466238 1.233286 0.4 0.2 1.0
H -0.958598 -0.514236 -2.952802 -0.3 0.7 0.2
H -0.254909 -1.772605 -1.086339 -0.4 0.4 0.8
H 5.345379 -2.506624 0.505258 -0.9 0.5 -0.2
H -2.220845 -0.130192 4.144453 0.0 0.5 -1.0
H 1.352125 0.679988 -0.787523 1.4 -4.8 -0.1
```
Forces are in eV/Å.

Output
Gap between HOMO and LUMO = 5.73 eV
E_tot = -29957.619 eV
Maximum force = 8.30 eV/A
ΔE to the lowest compared entry with this formula, charge and spin = 0.00 kJ/mol
Lowest unoccupied orbital energy = -0.08 eV

What are the Löwdin partial charges on each atom? They are as follows, in elementary charge units:
1. I 0.619
2. O -0.091
3. N -0.102
4. N 0.119
5. N 0.063
6. N 0.020
7. C -0.155
8. C -0.147
9. C -0.197
10. C -0.097
11. C -0.102
12. C -0.254
13. C -0.166
14. C -0.160
15. C -0.364
16. C -0.075
17. C -0.314
18. C -0.133
19. C -0.222
20. H 0.072
21. H 0.114
22. H 0.133
23. H 0.130
24. H 0.118
25. H 0.072
26. H -0.186
27. H 0.101
28. H 0.091
29. H 0.150
30. H 0.121
31. H 0.120
32. H 0.094
33. H 0.057
34. H 0.082
35. H 0.058
36. H 0.125
37. H 0.121
38. H 0.117
39. H 0.139
40. H 0.089
41. H 0.129
42. H -0.287

---

Record 2
Formula: C13H23N3O2S
Source: OMol25
Level of theory: ωB97M-V with the def2-TZVPD basis set

```
42
Properties=species:S:1:pos:R:3:forces:R:3
S 0.891533 1.333098 1.087222 0.6 0.3 -0.6
O -3.171258 1.829023 -0.494545 0.1 0.0 -0.3
O -1.784045 1.171263 1.172799 -0.1 -0.1 0.3
N 1.284847 2.351018 -1.236701 -1.6 0.2 -0.8
N 2.496412 2.190652 -0.713440 1.5 0.0 0.2
N -0.984681 2.030465 -0.772540 -0.5 0.1 -0.3
C 5.001986 -1.694031 -1.806203 0.1 0.2 0.1
C 4.971251 -0.676931 -0.671820 -0.2 -0.2 0.0
C 3.871459 -0.092269 1.560258 -0.1 0.0 -0.2
C 2.506250 1.686832 0.465265 -0.7 -0.1 0.5
C -4.462135 -1.768602 0.416994 0.2 0.0 -0.1
C -5.168396 0.471425 -0.627593 0.5 0.1 0.0
C -3.046397 -1.982837 0.943012 -0.2 0.0 0.1
C -4.333467 1.413795 0.232871 -0.6 -0.2 0.3
C -1.983132 1.630566 0.077623 0.1 0.2 -0.3
C 0.342262 1.962067 -0.446148 0.5 -0.4 0.9
C 3.730885 1.403185 1.248215 0.2 -0.2 0.3
C 3.844617 -0.977151 0.314264 0.3 0.2 0.1
C -4.511046 -0.892814 -0.847241 -0.3 0.1 0.1
H -4.900556 2.320260 0.467256 0.1 -0.1 0.0
H 3.919139 -2.019790 0.633658 -0.1 0.0 0.0
H 2.885643 -0.858633 -0.195090 -0.1 -0.1 0.0
H -3.498913 -0.739616 -1.226619 0.0 0.0 -0.1
H 5.802480 -1.463432 -2.505072 0.0 -0.1 -0.1
H 5.162621 -2.698326 -1.418845 0.0 -0.1 0.0
H -3.065494 -2.614619 1.828395 0.1 -0.1 0.1
H -6.138581 0.340652 -0.145645 -0.1 0.0 0.0
H -5.071183 -1.314681 1.201458 -0.1 0.0 0.0
H -2.574496 -1.041347 1.211239 0.1 0.1 0.0
H -5.332044 0.953386 -1.593647 -0.1 0.1 0.0
H -1.222190 2.414241 -1.676356 0.0 0.0 0.1
H 3.689104 1.957391 2.189370 0.1 0.1 0.0
H -2.431950 -2.472683 0.190006 0.1 0.0 -0.1
H 4.587020 1.759172 0.675494 -0.1 0.1 0.0
H 4.829906 0.319051 -1.093481 0.1 0.1 0.0
H 5.927924 -0.692490 -0.143978 0.1 0.1 0.0
H -4.899754 -2.744607 0.197347 -0.1 0.0 0.1
H 3.053486 -0.390070 2.220851 0.1 0.0 0.1
H 4.810247 -0.246086 2.096178 0.0 0.0 0.1
H -5.071675 -1.408744 -1.628740 0.1 0.0 -0.1
H 4.059713 -1.683239 -2.349484 -0.1 0.0 -0.1
H -4.017404 0.935457 1.163414 -0.1 0.1 -0.1
```
Forces are in eV/Å.

Output
Gap between HOMO and LUMO = 9.74 eV
E_tot = -33255.389 eV
Maximum force = 1.78 eV/A
ΔE to the lowest compared entry with this formula, charge and spin = 97.11 kJ/mol
SMILES = CCCCCOC(=O)Nc1nnc(CCCCC)s1
Lowest unoccupied orbital energy = 0.72 eV

What are the Löwdin partial charges on each atom? They are as follows, in elementary charge units:
1. S 1.140
2. O 0.025
3. O 0.027
4. N 0.004
5. N 0.000
6. N 0.138
7. C -0.115
8. C -0.271
9. C -0.216
10. C -0.597
11. C -0.253
12. C -0.175
13. C -0.104
14. C -0.153
15. C -0.570
16. C -0.584
17. C -0.201
18. C -0.228
19. C -0.204
20. H 0.131
21. H 0.113
22. H 0.106
23. H 0.108
24. H 0.067
25. H 0.069
26. H 0.071
27. H 0.117
28. H 0.103
29. H 0.048
30. H 0.114
31. H 0.166
32. H 0.114
33. H 0.076
34. H 0.114
35. H 0.099
36. H 0.111
37. H 0.101
38. H 0.099
39. H 0.112
40. H 0.106
41. H 0.073
42. H 0.119